{
  "formula": "C17H49INO22P5",
  "method": "ωB97M-V/def2-TZVPD",
  "spin_multiplicity": 1,
  "homo_lumo_gap_ha": 0.289,
  "energy_ha": -4391.6886,
  "homo_ev": -9.1,
  "species": ["O", "O", "C", "H", "H", "H", "C", "O", "H", "P", "O", "H", "O", "H", "H", "H", "O", "H", "H", "C", "O", "O", "O", "P", "C", "C", "H", "H", "H", "P", "H", "H", "H", "H", "H", "P", "H", "C", "H", "H", "H", "O", "H", "H", "C", "H", "H", "H", "H", "O", "H", "H", "H", "H", "O", "H", "H", "H", "C", "C", "O", "H", "O", "H", "H", "C", "O", "H", "H", "N", "O", "H", "C", "C", "H", "C", "H", "O", "C", "C", "H", "O", "H", "O", "H", "O", "C", "O", "O", "H", "H", "H", "P", "I", "C"],
  "coordinates": [[6.87, 0.89, 9.11], [-5.40, 3.70, -0.05], [-1.16, -1.97, -8.61], [3.75, 1.93, 7.58], [5.91, -3.26, 10.19], [4.50, -2.22, 10.39], [1.02, -0.67, 4.05], [1.77, 0.56, 3.93], [-0.60, 4.95, 4.61], [-4.32, 3.17, -1.13], [-1.97, -1.58, -7.50], [-7.28, 4.14, -0.81], [-0.30, -4.21, -2.25], [-2.49, -0.30, -5.37], [-0.14, -1.69, -8.38], [-0.31, -5.86, -3.42], [2.26, 2.85, 3.88], [4.01, 1.96, 3.19], [3.57, 0.32, -4.45], [8.10, 0.44, 9.68], [-3.10, 3.23, -0.09], [-2.43, -3.32, -1.96], [3.97, -2.05, -6.34], [-3.47, -2.10, -7.18], [5.32, -2.48, 9.73], [-3.52, -2.77, -1.22], [1.78, -1.77, -5.21], [7.93, -0.13, 10.59], [-3.93, -1.90, -1.74], [-0.93, -2.72, -2.00], [-4.23, 2.96, -4.01], [1.98, 0.49, -5.16], [0.15, 0.02, -1.80], [-3.24, 4.35, -3.49], [-2.68, -1.27, -3.91], [0.93, 1.94, 3.78], [-4.81, -4.54, -7.83], [3.59, 2.37, 4.11], [-1.48, -1.43, -9.51], [-6.79, 5.01, 0.66], [4.93, -2.82, 8.77], [4.77, -2.05, -4.28], [0.34, -0.80, -0.23], [0.45, -0.86, 3.14], [3.76, -1.89, -5.18], [-4.79, 4.62, -4.31], [-3.22, -2.48, -0.22], [0.61, 4.63, 3.35], [0.35, -0.64, 4.90], [-3.20, -2.25, -5.62], [3.61, 1.62, 4.90], [-4.29, -3.54, -1.16], [-1.60, -4.70, -3.80], [-6.10, 5.48, -0.90], [-1.39, -1.30, -1.30], [4.20, 3.21, 4.42], [-4.08, 2.09, 1.37], [-5.61, -3.24, -8.76], [-4.71, -3.85, -8.68], [-4.26, 3.97, -3.62], [4.56, 1.21, 9.35], [-4.11, -0.61, -4.71], [-3.55, -3.01, -8.53], [0.08, -4.36, -4.28], [-1.07, 4.05, 3.16], [-3.10, 2.21, 0.92], [5.22, -0.32, 7.52], [3.95, 3.10, 8.89], [-4.58, -4.43, -9.59], [2.54, -1.50, -4.61], [-4.97, 3.99, -2.36], [1.74, -1.47, 4.20], [-0.55, -4.80, -3.52], [-3.12, -1.03, -4.87], [8.68, 1.32, 9.93], [-0.37, -0.35, -0.93], [-2.39, 2.50, 1.68], [-4.50, 1.75, -1.49], [-6.45, 4.64, -0.31], [-0.26, 4.23, 3.87], [2.19, 0.22, -3.40], [0.07, 3.03, 4.58], [8.65, -0.16, 8.96], [6.19, -1.34, 9.53], [-1.20, -3.04, -8.78], [-4.50, -1.07, -7.36], [2.54, -0.03, -4.40], [0.35, 1.87, 2.42], [-0.58, -2.13, -3.34], [-2.77, 1.26, 0.49], [5.37, 2.56, 7.97], [-0.87, 0.48, -0.43], [5.53, 0.00, 8.93], [4.27, -3.18, -2.72], [4.41, 2.25, 8.38]]
}